# C16H32NOPPtSi

C16H32NOPPtSi as an isolated structure (wB97M-V/def2-TZVPD, OMol25).

<S²>: 6.024
HOMO (spin up / spin down): -12.59 / -14.68 eV
M: 508.6 Da
frontier orbital gap (spin up / spin down): 6.56 / 4.47 eV
energy relative to the best compared isomer or geometry (same formula, charge and spin): 6.1 kcal/mol

```
! wB97M-V def2-TZVPD RIJCOSX def2/J DEFGRID3
* xyz 2 5
Pt 0.01604 -0.44328 -0.24232
P 2.12981 -0.63495 -0.62659
Si 0.03657 0.05240 4.36748
O 0.19202 0.19532 2.69864
N -2.64220 -1.04293 -2.51120
C -2.38977 1.31339 -1.70528
C -1.51559 -1.12628 -3.42374
C 2.58214 1.12826 -0.89741
C -2.54447 -0.18616 -1.38325
C -3.22484 -2.33622 -2.20916
C 2.10911 -1.36203 -2.28591
C -1.00744 1.81621 -1.97921
C 1.41629 1.80018 -1.58238
C 0.12456 1.33771 -1.31340
C 3.37835 -1.44886 0.33423
C 1.59154 -0.86497 4.88590
C -0.04579 1.84447 4.87981
C 1.58760 2.76149 -2.58372
C -1.51199 -0.91370 4.80186
C -0.80815 2.80110 -2.96907
C 0.47531 3.23748 -3.27374
H -4.14919 -2.16451 -1.64966
H -2.82251 1.84172 -0.83700
H -3.02719 1.51359 -2.57593
H -1.51082 -1.94287 4.42230
H -0.93421 2.32391 4.45930
H -0.40054 -1.80188 0.48596
H -1.68555 3.15730 -3.49397
H -1.70302 -0.56844 -0.69878
H -1.61502 -0.97022 5.89058
H 1.63358 -1.88888 4.48063
H 1.41645 -0.80553 -2.93227
H -1.21102 -0.13381 -3.76289
H 1.67154 -0.91393 5.98170
H -0.62857 -1.63951 -3.01420
H -3.42320 -0.36469 -0.74511
H 2.47257 -0.34184 4.48518
H -3.45046 -2.82530 -3.16022
H 4.31039 -1.35340 -0.23903
H 3.49488 1.10952 -1.49847
H 0.82079 2.37480 4.47540
H 0.24809 -0.71265 2.30348
H -2.42160 -0.44397 4.40839
H -1.87187 -1.70842 -4.28292
H 3.13985 -1.30846 -2.64092
H 3.47430 -0.97796 1.32117
H -2.57295 -2.99655 -1.61054
H 2.60082 3.06465 -2.81699
H 3.08675 -2.50234 0.43293
H 0.61983 3.95372 -4.08253
H 1.75255 -2.39357 -2.16148
H -0.06028 1.95659 5.96864
H 2.79656 1.53433 0.10570
*
```



# C16H24N8

A 8-piece molecular cluster, C16H24N8 overall (wB97M-V/def2-TZVPD, OMol25).

HOMO: -11.22 eV
M: 328.4 Da
frontier orbital gap: 11.12 eV
energy relative to the best compared isomer or geometry (same formula, charge and spin): 7.6 kcal/mol

```
! wB97M-V def2-TZVPD RIJCOSX def2/J DEFGRID3
* xyz 0 1
N 0.88581 -0.85686 3.06224
N -2.72662 0.04824 -4.13725
N 0.83693 3.77461 -5.19950
N -2.83636 -0.85644 4.32085
N 4.41801 1.65207 2.33072
N -0.96052 -3.32217 0.00821
N 1.66926 4.77616 -0.07014
N 1.55336 1.00733 -2.42767
C 0.57339 -1.78234 3.65864
C 0.16129 -2.92765 4.45183
C 3.34468 2.04337 2.41311
C 1.14675 0.45161 -1.51122
C 0.58774 -0.28168 -0.39037
C -2.16502 -0.91616 -3.88600
C 1.97474 2.53871 2.49596
C -1.45521 -2.12863 -3.54062
C 2.11585 4.57678 -1.10648
C -0.87241 -5.38224 1.58324
C -0.93808 3.06286 -3.44554
C 2.68239 4.32372 -2.42564
C -0.92691 -4.22039 0.72405
C -2.81406 -0.65587 1.71674
C -2.85294 -0.76727 3.17958
C 0.05367 3.43072 -4.43441
H -0.67126 -3.43016 3.95696
H -1.64636 -5.30589 2.34701
H -2.86665 -1.64995 1.28219
H 3.71749 4.67069 -2.42606
H 1.58146 2.32789 3.48749
H -1.94175 3.27294 -3.81005
H 1.93940 3.60579 2.29450
H -1.05688 -2.63721 -4.42131
H -1.87454 -0.16571 1.47768
H 1.38771 2.03274 1.73322
H -0.57192 -1.87350 -2.95203
H -0.76479 3.65316 -2.54201
H 2.58537 3.28117 -2.70564
H -0.27154 -2.56480 5.38723
H 1.13317 -0.10103 0.53255
H 0.69316 -1.35080 -0.59900
H -0.48056 -0.11186 -0.30426
H -3.66937 -0.06376 1.40008
H 2.19503 4.98138 -3.14656
H 0.08639 -5.39791 2.10315
H -0.98755 -6.30524 1.02510
H -0.89971 2.01909 -3.15010
H -2.04706 -2.86272 -3.00211
H 0.97499 -3.61280 4.66166
*
```



# C16H32O20PtS2

C16H32O20PtS2 as an isolated structure (wB97M-V/def2-TZVPD, OMol25).

<S²>: 2.004
HOMO (spin up / spin down): -1.33 / -1.40 eV
M: 803.6 Da
frontier orbital gap (spin up / spin down): 5.07 / 5.13 eV
energy relative to the best compared isomer or geometry (same formula, charge and spin): 0.0 kcal/mol

```
! wB97M-V def2-TZVPD RIJCOSX def2/J DEFGRID3
* xyz -2 3
Pt 0.67221 0.82025 0.84322
S 0.65835 2.71156 2.91151
S 2.38598 -1.15031 3.25060
O 2.93042 -2.43278 2.75748
O 0.26215 4.12774 2.91107
O 1.23594 2.27124 4.14884
O 0.52280 -3.25162 -0.62731
O 0.29184 -2.31314 -2.53413
O -0.58574 1.85874 -0.69601
O 4.07246 2.18242 -1.94626
O -0.49471 1.85530 2.42421
O -2.60554 -1.44103 2.88499
O 4.81823 0.78320 -0.49805
O -1.85907 3.67573 -0.82123
O 3.43215 -0.16329 3.54477
O -3.75254 -1.61251 1.09638
O 2.60514 1.06770 -0.60667
O -1.87615 2.19726 -2.48220
O 1.50398 -0.63106 2.09932
O 1.64304 2.43644 1.78489
O 1.54432 -1.31972 4.45455
O -1.78456 -0.49565 1.00241
O 0.58397 -0.97685 -0.75410
C -2.98441 -2.15738 -1.18734
C 0.58372 -3.23330 0.81591
C -3.93558 -1.37764 -0.26899
C -2.60390 -1.10896 1.64078
C 0.12369 -4.56903 1.37456
C 4.27807 -1.59557 -0.06041
C 0.00255 -1.18239 -3.32664
C -1.37463 2.53236 -1.28278
C -1.41342 -1.12021 3.69896
C 0.48293 -2.08579 -1.21279
C -3.01940 2.86241 -3.00476
C 3.70949 1.31629 -0.98963
C 4.61962 -0.24976 0.51219
C 3.03102 2.59666 -2.82943
C -1.21653 4.23356 0.34845
C -4.28379 2.15679 -2.51890
H 2.43506 3.36065 -2.33582
H 3.60708 -1.62264 -0.91662
H 3.97735 -2.28418 0.72930
H -4.94272 -1.71454 -0.52264
H -3.17375 3.90018 -2.72256
H -1.07496 -1.00761 -3.28712
H -1.83212 5.09637 0.58962
H -2.93891 -3.21000 -0.90732
H -0.08141 -2.48188 1.22637
H 3.73538 0.11412 1.04772
H 0.68076 -5.35891 0.85803
H 2.42039 1.73368 -3.10991
H -0.16542 4.46761 0.20753
H -3.15181 -2.00394 -2.25092
H 1.61010 -3.08034 1.13683
H -0.93988 -4.77485 1.21278
H -1.28289 3.54666 1.19147
H -4.62159 1.28075 -3.07147
H -2.90932 2.76504 -4.08307
H 0.32467 -1.40051 -4.34491
H 0.50415 -0.25462 -3.04565
H -1.15332 -0.07430 3.58529
H -2.00799 -1.72860 -0.94950
H 0.30358 -4.58886 2.44713
H -3.82539 -0.32723 -0.54865
H -1.71183 -1.38744 4.70544
H 3.51232 2.90505 -3.75499
H 5.22486 -2.04498 -0.41667
H 5.36070 -0.20160 1.30223
H -5.13637 2.81777 -2.76112
H -0.63643 -1.78431 3.36375
H -4.31439 2.12578 -1.43201
*
```



# C41H39BF2IrN2O4P

C41H39BF2IrN2O4P as an isolated structure (wB97M-V/def2-TZVPD, OMol25).

<S²>: 6.031
HOMO (spin up / spin down): -4.24 / -7.92 eV
M: 895.8 Da
frontier orbital gap (spin up / spin down): 3.94 / 6.35 eV
energy relative to the best compared isomer or geometry (same formula, charge and spin): 1.4 kcal/mol

```
! wB97M-V def2-TZVPD RIJCOSX def2/J DEFGRID3
* xyz 0 5
Ir -1.57110 0.53583 1.34950
P -0.54640 -1.61320 2.11097
F -3.48942 -1.29763 0.26990
F -4.44490 0.05431 1.70783
O 0.12899 -0.57277 -0.97775
O -0.06580 1.69032 1.97040
O -1.68103 0.60776 -1.73515
O -2.78550 1.33596 3.86965
N -0.12843 3.86401 0.99622
N 0.86106 4.74317 0.44130
C 0.87071 -3.95074 1.44737
C -3.02523 -1.17255 5.29664
C -3.76088 3.50125 -1.07071
C 3.30472 -0.37115 2.27751
C -1.32824 3.71829 0.26876
C -1.16610 0.34830 -4.15016
C -2.60844 3.85952 -1.75799
C 0.14775 -0.55061 -2.35239
C -1.53744 -2.01652 3.57707
C -1.16680 -4.90595 -0.18257
C 3.26418 -0.94879 -5.28594
C 1.95281 -3.08182 -5.31389
C 1.06110 -1.11654 -3.20482
C 3.34040 5.06795 0.73029
C 1.89937 3.08799 1.64315
C 0.49257 6.13110 0.71572
C -1.30887 -3.68182 0.45198
C 1.51989 -1.32417 -7.01016
C -2.34014 0.32727 3.42603
C 2.06066 -0.79303 1.84304
C -3.69488 3.26491 0.29521
C 2.59868 -0.62125 4.56060
C -0.94717 0.16592 -2.80835
C -0.23862 -0.22255 -5.02579
C -0.00898 -5.65142 -0.00775
C 0.56003 2.78060 1.57920
C 0.86538 -0.94890 -4.58345
C 1.88249 -1.56597 -5.54472
C 2.09891 4.31391 1.01369
C 1.00871 -5.17269 0.80486
C 3.57524 -0.28130 3.63797
C 1.08039 -1.15155 2.76996
C -3.01043 -2.41450 5.90795
C -1.39451 3.96758 -1.09865
C -2.27248 -3.45471 5.35452
C -2.29593 -0.98464 4.12688
C -3.47811 0.02335 0.71864
C -0.29208 -3.20256 1.27671
C -1.53432 -3.26098 4.19653
C 1.35289 -1.06004 4.12975
C -2.48753 3.37912 0.97071
B -0.99902 0.17039 -0.59881
H 1.90348 -1.67009 -2.81119
H 2.27030 -3.32137 -4.29824
H -0.46463 6.35262 0.24407
H 2.65417 2.45168 2.07435
H -2.65191 4.05222 -2.82290
H 4.00364 -1.37953 -5.96502
H 0.42019 6.32649 1.79147
H 0.59998 -1.32390 4.86190
H 3.60054 -1.13116 -4.26441
H 3.24071 0.13108 -5.44309
H 0.54993 -1.75615 -7.26351
H 3.48760 5.21926 -0.34751
H -2.20496 -3.09305 0.30238
H -1.95905 -5.27171 -0.82258
H -3.60428 -0.35208 5.69855
H 2.66901 -3.53450 -6.00344
H -2.44368 3.28372 2.04847
H -4.70512 3.42022 -1.59329
H 4.05883 -0.09214 1.55281
H 1.91479 -5.74915 0.93999
H 0.10271 -6.60389 -0.50967
H -2.27097 -4.42644 5.83148
H -0.95788 -4.07521 3.77528
H 3.36829 6.05951 1.19622
H 2.80074 -0.54542 5.62109
H 4.54464 0.06118 3.97644
H 1.83871 -0.82550 0.78230
H -3.86503 0.62919 -0.10098
H 0.97788 -3.54436 -5.47861
H 1.24490 6.78383 0.27582
H -4.58888 3.00700 0.85034
H 4.19975 4.51249 1.10684
H 1.66920 -3.57911 2.07684
H -2.01783 0.90762 -4.51223
H 1.49699 -0.25972 -7.25063
H -3.58229 -2.57816 6.81177
H 2.27023 -1.79220 -7.64975
H -0.39859 -0.08718 -6.08558
H -0.49025 4.24546 -1.62325
*
```



Q: M of number 1 (C16H32NOPPtSi)?
A: 508.6 Da



Q: Which formula does entry 4 have?
A: C41H39BF2IrN2O4P



Q: What is the formula in the second record?
A: C16H24N8